[1]
The following is a DFT calculation (ωB97M-V/def2-TZVPD) of a single C9H9NS molecule.

```
! RIJCOSX wB97M-V def2-TZVPD def2/J DEFGRID3
* xyz 0 1
C -1.929 1.433 -0.324
C -1.201 2.480 0.289
C -1.346 0.223 -0.630
C 0.115 2.320 0.577
C -0.106 -0.077 -0.065
C 0.213 -1.321 0.408
C 0.755 1.050 0.274
C 3.072 -1.527 -0.471
C -0.796 -2.390 0.270
N 2.080 1.038 0.199
S 3.176 0.064 -0.561
H -2.897 1.692 -0.840
H -1.741 3.475 0.464
H -1.936 -0.414 -1.141
H 0.760 3.097 0.903
H 3.794 -1.799 -1.312
H 1.142 -1.578 0.961
H -1.396 -2.232 1.238
H -0.253 -3.365 0.321
H -1.505 -2.170 -0.561
*
```

- Gap between HOMO and LUMO (alpha / beta): 7.41 / 7.41 eV
- M: 163.2 g mol⁻¹
- Electronic energy: -21798.9785 eV
- LUMO energy (alpha / beta): -0.81 / -0.81 eV

Atomic partial charges in e from the natural (NBO) method, atoms 1 to 8: number 1, C, carries -0.235; number 2, C, carries -0.175; number 3, C, carries -0.164; number 4, C, carries -0.230; number 5, C, carries -0.210; number 6, C, carries 0.018; number 7, C, carries 0.285; number 8, C, carries -0.666

***

[2]
The following is a DFT calculation (ωB97M-V/def2-TZVPD) of a molecular structure, C9H9O6Y.

```
! RIJCOSX wB97M-V def2-TZVPD def2/J DEFGRID3
* xyz 2 1
O -2.150 -5.848 -1.551
C -1.526 -4.910 -1.763
Y 0.145 -0.616 -1.096
O 3.173 -2.132 -0.284
C 2.161 -1.650 -0.688
C 1.942 0.906 -1.561
O 2.884 1.469 -1.976
C -0.257 0.824 -3.002
O -0.360 1.480 -3.979
C 1.015 -1.294 -3.256
O 1.676 -1.457 -4.180
H -1.145 0.067 -2.441
C -0.673 2.077 2.253
C -0.602 0.745 3.062
C -0.368 -0.368 2.055
O -0.419 0.192 0.762
C -0.711 1.718 0.768
H -1.587 2.662 2.439
H 0.206 2.703 2.372
H -1.547 0.613 3.597
H 0.229 0.808 3.783
H 0.620 -0.824 2.176
H -1.131 -1.157 2.131
H -1.674 1.832 0.241
H 0.099 2.160 0.139
*
```

- Gap between HOMO and LUMO: 6.55 eV
- M: 302.1 g mol⁻¹
- Electronic energy: -22786.0355 eV
- LUMO energy: -9.96 eV

Atomic partial charges in e from the natural (NBO) method, atoms 1 to 8: number 1, O, carries -0.430; number 2, C, carries 0.451; number 3, Y, carries 1.523; number 4, O, carries -0.265; number 5, C, carries 0.437; number 6, C, carries 0.423; number 7, O, carries -0.335; number 8, C, carries 0.263

***

[3]
The following is a DFT calculation (ωB97M-V/def2-TZVPD) of a molecular structure, CAgBF4O3.

```
! RIJCOSX wB97M-V def2-TZVPD def2/J DEFGRID3
* xyz -2 1
Ag 1.086 1.961 -0.929
C 1.773 1.018 2.824
O 1.042 1.919 2.538
O 1.749 0.609 3.999
O 2.291 0.374 1.957
B -1.578 -1.183 -2.116
F -1.315 -1.161 -0.815
F -1.855 -2.465 -2.517
F -2.707 -0.429 -2.202
F -0.487 -0.642 -2.739
*
```

- Gap between HOMO and LUMO: 3.31 eV
- M: 254.7 g mol⁻¹
- Electronic energy: -22727.7090 eV
- LUMO energy: 3.86 eV

Atomic partial charges in e from the natural (NBO) method, atoms 1 to 8: number 1, Ag, carries 0.300; number 2, C, carries 0.878; number 3, O, carries -0.656; number 4, O, carries -0.757; number 5, O, carries -0.763; number 6, B, carries 1.301; number 7, F, carries -0.567; number 8, F, carries -0.578

***

no.,maximum force (hartree/bohr)
1,0.0878
2,0.2143
3,0.1634